This record from the Open Molecules 2025 dataset describes 5 unconnected molecules or ions with the total composition C55H56F4O4. The level of theory is ωB97M-V/def2-TZVPD.

**SMILES string**: C#CCc1c(CCOCCOc2ccc(C(C)(C)CC(C)(C)C)cc2)ccc2c1C(=O)C=CC2=O.Fc1ccccc1.Fc1ccccc1.Fc1ccccc1.Fc1ccccc1
**Energy above the lowest of the compared OMol25 structures with the same formula, charge and spin**: 2766.8 kJ/mol

Each line ends with the Mulliken charge.
CARTESIAN COORDINATES (ANGSTROEM)
1 C 1.09 0.83 -0.29  -0.22
2 C 2.20 0.06 0.15  -0.19
3 C 3.73 -0.27 0.75  -0.42
4 C 4.91 0.25 -0.30  0.33
5 C 5.83 -0.85 -1.16  0.39
6 C 5.69 -2.48 -1.01  -1.00
7 C 4.30 -3.11 -1.61  -0.01
8 O 4.52 -3.99 -2.81  -0.47
9 C 3.59 -3.64 -3.89  -0.18
10 C 2.09 -4.29 -3.75  -0.30
11 O 1.82 -4.98 -2.48  -0.44
12 C 0.73 -4.24 -1.79  0.13
13 C 0.94 -3.35 -0.41  -0.26
14 C -0.30 -2.49 0.32  -0.28
15 C -1.85 -2.50 -0.30  0.06
16 C -3.08 -1.60 0.40  1.81
17 C -2.70 -1.53 2.00  -1.24
18 C -4.42 -2.52 0.26  -1.13
19 C -3.08 -0.18 -0.39  -0.87
20 C -4.23 0.90 -0.01  1.86
21 C -4.25 1.43 1.54  -1.15
22 C -5.77 0.49 -0.47  -1.26
23 C -3.89 2.26 -0.93  -1.28
24 C -2.06 -3.42 -1.65  -0.30
25 C -0.83 -4.27 -2.38  -0.52
26 C 6.99 -0.32 -2.24  -0.68
27 C 7.28 1.28 -2.48  -0.63
28 C 6.38 2.35 -1.61  0.11
29 C 5.20 1.87 -0.52  0.34
30 C 4.43 3.09 0.27  0.39
31 O 3.18 3.07 0.73  -0.47
32 C 5.29 4.50 0.50  -0.37
33 C 6.35 4.92 -0.47  -0.34
34 C 6.70 3.97 -1.80  0.23
35 O 7.23 4.49 -2.93  -0.54
36 H 0.21 1.55 -0.66  0.30
37 H 3.78 -1.46 0.81  0.18
38 H 3.86 0.21 1.83  0.45
39 H 6.62 -2.99 -1.56  0.34
40 H 5.74 -2.75 0.15  0.30
41 H 3.46 -2.33 -1.83  0.33
42 H 3.89 -3.86 -0.77  0.18
43 H 3.52 -2.48 -4.05  0.17
44 H 4.06 -4.09 -4.89  0.26
45 H 1.90 -5.09 -4.61  0.25
46 H 1.32 -3.40 -3.98  0.27
47 H 1.99 -3.28 0.12  0.17
48 H -0.02 -1.85 1.29  0.20
49 H -2.42 -2.62 2.40  0.20
50 H -3.64 -1.18 2.62  0.25
51 H -1.82 -0.79 2.25  0.26
52 H -4.21 -3.55 0.81  0.23
53 H -5.30 -2.01 0.83  0.32
54 H -4.71 -2.76 -0.88  0.19
55 H -3.13 -0.41 -1.56  0.27
56 H -2.03 0.34 -0.23  -0.17
57 H -4.69 2.54 1.62  0.36
58 H -4.73 0.69 2.30  0.24
59 H -3.10 1.55 1.86  0.17
60 H -5.77 -0.39 -1.27  0.18
61 H -6.30 1.46 -0.89  0.42
62 H -6.34 0.14 0.52  0.23
63 H -2.73 2.33 -1.11  0.11
64 H -4.28 3.24 -0.41  0.38
65 H -4.47 2.16 -1.96  0.38
66 H -3.12 -3.50 -2.19  0.10
67 H -1.02 -4.92 -3.36  0.26
68 H 7.61 -1.11 -2.85  0.21
69 H 8.09 1.70 -3.22  0.33
70 H 5.10 5.21 1.42  0.30
71 H 6.98 5.91 -0.34  0.29
72 F -3.78 4.89 2.79  -0.16
73 C -3.21 5.81 2.00  0.16
74 C -2.60 5.41 0.82  -0.17
75 C -2.01 6.37 -0.01  -0.63
76 C -2.04 7.72 0.36  -0.44
77 C -2.66 8.11 1.55  -0.47
78 C -3.25 7.15 2.38  -0.34
79 H -2.58 4.36 0.55  0.51
80 H -1.54 6.07 -0.94  0.38
81 H -1.58 8.47 -0.28  0.36
82 H -2.68 9.16 1.84  0.36
83 H -3.74 7.43 3.30  0.42
84 F -3.88 -4.57 2.67  -0.19
85 C -3.27 -5.62 3.22  0.27
86 C -2.22 -6.23 2.54  -0.20
87 C -1.57 -7.33 3.12  -0.53
88 C -1.99 -7.80 4.36  -0.45
89 C -3.05 -7.19 5.03  -0.41
90 C -3.69 -6.09 4.46  -0.53
91 H -1.91 -5.85 1.57  0.55
92 H -0.74 -7.81 2.60  0.37
93 H -1.49 -8.66 4.81  0.35
94 H -3.38 -7.56 6.00  0.35
95 H -4.50 -5.59 4.97  0.39
96 F 2.52 -2.18 -6.02  -0.22
97 C 3.09 -1.26 -6.81  0.37
98 C 3.70 -1.66 -7.99  -0.45
99 C 4.29 -0.70 -8.82  -0.42
100 C 4.26 0.65 -8.45  -0.48
101 C 3.64 1.04 -7.25  -0.47
102 C 3.05 0.08 -6.43  -0.31
103 H 3.72 -2.71 -8.26  0.40
104 H 4.76 -0.99 -9.75  0.35
105 H 4.72 1.40 -9.09  0.36
106 H 3.62 2.09 -6.97  0.36
107 H 2.56 0.36 -5.51  0.48
108 F -4.82 3.66 9.20  -0.31
109 C -4.03 3.72 8.11  0.34
110 C -4.57 4.15 6.91  -0.58
111 C -3.75 4.22 5.78  -0.14
112 C -2.41 3.83 5.86  -0.53
113 C -1.89 3.39 7.08  -0.40
114 C -2.70 3.34 8.21  -0.42
115 H -5.61 4.44 6.86  0.41
116 H -4.16 4.56 4.83  0.48
117 H -1.78 3.87 4.98  0.41
118 H -0.85 3.09 7.14  0.37
119 H -2.30 3.01 9.17  0.40


This record from the Open Molecules 2025 dataset describes a molecular structure, C55H58N4O6. The level of theory is ωB97M-V/def2-TZVPD.

Each line ends with the Mulliken charge.
CARTESIAN COORDINATES (ANGSTROEM)
1 C 1.87 3.04 0.28  -0.98
2 C 1.67 1.55 -0.42  0.30
3 N 0.74 0.77 0.49  0.32
4 C 1.31 -0.57 0.92  0.36
5 C 2.75 -0.39 1.76  -0.30
6 N 3.89 -0.28 2.38  -0.73
7 C 1.66 -1.58 -0.34  -0.54
8 C 0.35 -1.87 -1.33  0.58
9 C 0.08 -0.89 -2.64  0.74
10 N -0.57 -2.88 -1.11  -0.69
11 C 0.21 -1.21 1.99  0.96
12 C 0.53 -2.78 2.38  -0.23
13 N 0.55 -4.09 2.40  -0.57
14 C 0.12 -0.29 3.38  -0.50
15 C -1.50 0.05 3.58  -0.01
16 O -1.79 0.83 4.80  -0.39
17 C -3.11 0.51 5.36  -0.27
18 C -4.35 1.44 4.79  -0.38
19 O -5.51 0.62 4.38  -0.46
20 C -5.36 0.53 2.90  0.03
21 C -5.95 1.68 1.89  -0.53
22 C -5.70 1.52 0.27  -0.21
23 C -4.89 0.22 -0.38  0.00
24 C -4.62 0.05 -2.02  1.63
25 C -5.96 -0.80 -2.57  -1.36
26 C -3.33 -0.94 -2.35  -0.21
27 C -4.63 1.46 -2.85  -1.48
28 C -3.21 2.29 -2.84  1.74
29 C -2.34 2.19 -1.46  -1.18
30 C -2.23 1.97 -4.13  -0.94
31 C -3.63 3.90 -2.99  -1.38
32 C -4.32 -0.91 0.67  -0.30
33 C -4.56 -0.78 2.31  -0.43
34 H 1.29 3.85 -0.38  0.27
35 H 3.00 3.32 0.44  0.28
36 H 1.30 3.02 1.32  0.23
37 H 2.68 1.01 -0.65  0.36
38 H 1.09 1.75 -1.44  -0.10
39 H -0.15 0.54 0.00  -0.38
40 H 2.55 -1.16 -1.01  0.34
41 H 2.03 -2.65 0.03  0.62
42 H 1.12 -0.86 -3.23  -0.20
43 H -0.74 -1.32 -3.36  -0.55
44 H -0.16 0.22 -2.36  -0.79
45 H -1.31 -2.86 -1.87  0.36
46 H -0.84 -1.09 1.44  -0.19
47 H 0.49 -0.89 4.33  0.40
48 H 0.69 0.73 3.28  0.20
49 H -1.81 0.66 2.61  0.08
50 H -2.05 -0.98 3.53  0.05
51 H -3.40 -0.63 5.21  0.29
52 H -3.06 0.72 6.54  0.25
53 H -3.99 2.10 3.90  0.30
54 H -4.72 2.17 5.64  0.32
55 H -6.54 2.61 2.31  0.30
56 H -6.11 2.37 -0.42  0.16
57 H -6.14 -1.79 -1.97  0.35
58 H -5.88 -0.95 -3.74  0.36
59 H -6.87 -0.06 -2.38  0.33
60 H -2.89 -0.78 -3.44  -0.15
61 H -3.75 -2.05 -2.33  0.44
62 H -2.49 -0.91 -1.52  -0.65
63 H -4.84 1.18 -3.99  0.20
64 H -5.55 2.12 -2.51  0.42
65 H -1.81 1.16 -1.28  -0.04
66 H -1.48 3.00 -1.54  0.38
67 H -3.04 2.42 -0.54  0.24
68 H -2.28 2.91 -4.87  0.37
69 H -2.45 0.96 -4.67  0.23
70 H -1.11 1.98 -3.71  0.03
71 H -4.03 4.15 -4.07  0.39
72 H -4.54 4.08 -2.25  0.31
73 H -2.77 4.62 -2.63  0.31
74 H -3.72 -1.85 0.31  0.30
75 H -4.16 -1.61 3.04  0.52
76 C 5.25 -1.94 6.47  -0.65
77 C 4.74 -1.11 5.47  -0.22
78 C 4.70 0.27 5.68  -0.49
79 C 5.14 0.82 6.88  0.15
80 C 5.62 -0.02 7.89  0.11
81 C 5.69 -1.40 7.68  -0.55
82 C 6.05 0.54 9.19  0.63
83 O 6.47 -0.19 10.07  -0.68
84 C 5.95 2.00 9.41  0.18
85 C 6.29 2.54 10.65  -0.56
86 C 6.21 3.92 10.87  -0.44
87 C 5.80 4.76 9.83  -0.46
88 C 5.45 4.23 8.59  -0.52
89 C 5.51 2.84 8.38  0.17
90 C 5.11 2.28 7.08  0.52
91 O 4.73 3.02 6.18  -0.68
92 H 5.29 -3.02 6.31  0.40
93 H 4.39 -1.53 4.54  0.40
94 H 4.31 0.92 4.89  0.55
95 H 6.07 -2.06 8.46  0.45
96 H 6.62 1.89 11.46  0.45
97 H 6.48 4.34 11.84  0.39
98 H 5.74 5.83 10.00  0.39
99 H 5.12 4.89 7.80  0.45
100 C 0.70 -1.51 -4.71  0.46
101 C 1.80 -0.85 -5.24  -0.97
102 C 2.17 -1.05 -6.57  -0.99
103 C 1.43 -1.93 -7.37  0.04
104 C 0.34 -2.61 -6.83  -0.32
105 C -0.04 -2.39 -5.50  -0.28
106 C -0.42 -3.58 -7.65  0.69
107 O -1.38 -4.17 -7.19  -0.68
108 C 0.01 -3.83 -9.05  0.10
109 C -0.66 -4.78 -9.82  -0.58
110 C -0.27 -5.01 -11.14  -0.44
111 C 0.78 -4.29 -11.70  -0.52
112 C 1.45 -3.34 -10.93  -0.41
113 C 1.07 -3.11 -9.60  0.17
114 C 1.82 -2.13 -8.78  0.62
115 O 2.74 -1.49 -9.27  -0.68
116 H 0.40 -1.34 -3.67  1.04
117 H 2.38 -0.17 -4.61  0.48
118 H 3.03 -0.53 -6.97  0.45
119 H -0.90 -2.91 -5.08  0.60
120 H -1.49 -5.35 -9.39  0.45
121 H -0.79 -5.76 -11.74  0.39
122 H 1.08 -4.46 -12.73  0.39
123 H 2.28 -2.77 -11.37  0.46


This record from the Open Molecules 2025 dataset describes 5 unconnected molecules or ions with the total composition C55H63F4IN2O3S2. The level of theory is ωB97M-V/def2-TZVPD.

**SMILES string**: COCCCCCCCCc1cc2c(c(S)c1CCCCCOC)Sc1c(CCCI)cc(N=C=O)cc1N2.Fc1ccccc1.Fc1ccccc1.Fc1ccccc1.Fc1ccccc1

Each line ends with the Mulliken charge.
CARTESIAN COORDINATES (ANGSTROEM)
1 C -4.77 -6.25 1.92  -0.52
2 O -4.10 -7.49 1.66  -0.41
3 C -3.88 -7.69 0.24  -0.60
4 C -2.98 -6.56 -0.44  -0.18
5 C -3.86 -5.67 -1.43  -0.61
6 C -3.00 -4.60 -2.26  -0.41
7 C -2.06 -3.74 -1.32  -0.65
8 C -1.10 -2.72 -2.13  -0.09
9 C 0.17 -2.47 -1.20  -0.84
10 C 1.33 -1.61 -1.90  -0.60
11 C 2.07 -0.80 -0.73  0.24
12 C 2.33 -1.54 0.56  -0.37
13 C 2.97 -0.84 1.72  0.05
14 C 3.34 0.63 1.53  0.12
15 C 3.10 1.39 0.26  0.83
16 S 3.61 3.14 0.18  -0.22
17 C 2.44 0.64 -0.89  0.08
18 C 2.15 1.50 -2.21  -1.27
19 C 0.97 2.52 -1.80  -0.31
20 C -0.50 1.89 -2.10  -0.45
21 C -1.32 1.72 -0.73  -0.42
22 C -2.88 1.46 -1.00  -0.31
23 O -3.61 1.53 0.24  -0.33
24 C -4.41 0.34 0.45  -0.56
25 S 4.09 1.44 3.01  -0.26
26 C 3.07 0.68 4.36  -0.11
27 C 2.58 1.47 5.54  0.63
28 C 2.94 3.01 5.71  -0.66
29 C 1.54 3.80 5.77  -0.62
30 C 1.09 4.37 4.35  -0.67
31 I -1.09 4.36 4.11  -0.02
32 C 1.72 0.71 6.54  -0.59
33 C 1.37 -0.74 6.32  0.27
34 N 0.49 -1.50 7.26  -0.65
35 C -0.53 -1.89 6.60  0.65
36 O -1.46 -1.98 5.87  -0.42
37 C 1.88 -1.53 5.13  -0.70
38 C 2.74 -0.79 4.15  0.29
39 N 3.24 -1.51 2.99  -0.29
40 H -5.53 -5.96 1.13  0.23
41 H -3.98 -5.42 2.00  0.17
42 H -5.30 -6.26 2.93  0.26
43 H -4.92 -7.71 -0.24  0.33
44 H -3.45 -8.73 0.13  0.30
45 H -2.52 -5.95 0.40  0.13
46 H -2.11 -7.08 -0.95  0.40
47 H -4.42 -6.30 -2.18  0.33
48 H -4.61 -5.12 -0.78  0.12
49 H -3.77 -3.95 -2.79  0.24
50 H -2.41 -5.18 -3.04  0.33
51 H -1.33 -4.45 -0.79  0.21
52 H -2.63 -3.22 -0.48  0.22
53 H -1.66 -1.72 -2.15  -0.07
54 H -0.85 -3.08 -3.16  0.32
55 H -0.20 -1.83 -0.32  0.33
56 H 0.65 -3.41 -0.81  0.32
57 H 0.89 -0.83 -2.58  0.07
58 H 2.07 -2.29 -2.45  0.28
59 H 2.04 -2.62 0.71  0.00
60 H 2.56 3.95 -0.20  0.15
61 H 1.85 0.85 -3.08  0.49
62 H 3.09 2.11 -2.44  0.30
63 H 1.09 3.54 -2.29  0.38
64 H 0.96 2.74 -0.68  0.17
65 H -0.44 0.90 -2.64  0.12
66 H -1.04 2.70 -2.69  0.46
67 H -1.27 2.64 -0.08  0.34
68 H -0.96 0.84 -0.11  0.01
69 H -3.31 2.26 -1.69  0.21
70 H -3.02 0.47 -1.54  0.15
71 H -4.83 -0.08 -0.50  0.29
72 H -3.85 -0.45 1.04  0.22
73 H -5.30 0.65 1.09  0.25
74 H 3.60 3.22 6.61  0.37
75 H 3.46 3.37 4.77  0.19
76 H 0.72 3.18 6.26  0.46
77 H 1.65 4.71 6.45  0.27
78 H 1.42 5.46 4.27  0.41
79 H 1.57 3.84 3.47  0.20
80 H 1.29 1.22 7.46  0.41
81 H 1.65 -2.63 4.98  0.20
82 H 2.89 -2.48 2.94  0.36
83 F -4.61 -5.00 -4.66  -0.18
84 C -4.31 -4.62 -5.91  0.17
85 C -5.09 -5.08 -6.96  -0.50
86 C -4.79 -4.69 -8.26  -0.35
87 C -3.70 -3.84 -8.49  -0.68
88 C -2.93 -3.39 -7.43  -0.46
89 C -3.24 -3.78 -6.13  0.07
90 H -5.92 -5.74 -6.76  0.43
91 H -5.39 -5.04 -9.09  0.35
92 H -3.47 -3.54 -9.51  0.38
93 H -2.08 -2.74 -7.62  0.37
94 H -2.65 -3.43 -5.29  0.42
95 F 10.29 6.00 3.11  -0.33
96 C 9.17 5.47 2.58  0.13
97 C 8.07 6.28 2.36  -0.29
98 C 6.92 5.72 1.81  -0.59
99 C 6.88 4.37 1.50  0.03
100 C 7.99 3.57 1.73  -0.56
101 C 9.15 4.12 2.27  -0.40
102 H 8.12 7.33 2.62  0.52
103 H 6.05 6.35 1.62  0.40
104 H 5.98 3.94 1.07  0.28
105 H 7.96 2.51 1.49  0.39
106 H 10.03 3.51 2.45  0.42
107 F -7.40 -3.28 -9.21  -0.31
108 C -8.42 -3.77 -8.48  0.39
109 C -9.38 -2.90 -7.99  -0.49
110 C -10.44 -3.40 -7.24  -0.35
111 C -10.51 -4.77 -6.98  -0.46
112 C -9.54 -5.63 -7.46  -0.47
113 C -8.49 -5.13 -8.22  -0.27
114 H -9.31 -1.84 -8.20  0.40
115 H -11.20 -2.73 -6.87  0.36
116 H -11.34 -5.16 -6.39  0.36
117 H -9.59 -6.69 -7.25  0.37
118 H -7.72 -5.78 -8.62  0.48
119 F 6.22 8.90 4.10  -0.30
120 C 7.08 9.29 5.05  0.19
121 C 7.94 8.36 5.61  -0.14
122 C 8.85 8.76 6.59  -0.47
123 C 8.87 10.09 7.01  -0.41
124 C 7.99 11.02 6.44  -0.37
125 C 7.10 10.61 5.46  -0.44
126 H 7.91 7.33 5.28  0.47
127 H 9.53 8.04 7.02  0.36
128 H 9.57 10.40 7.77  0.36
129 H 8.01 12.05 6.77  0.36
130 H 6.42 11.32 5.00  0.41


Number 1: HOMO level -8.03 eV. Number 2: HOMO level -8.66 eV. Number 3: HOMO level -7.83 eV.